No. 1
Entry from the Open Molecules 2025 dataset: a structure of composition C23H13Cl60NO3 in a non-equilibrium geometry (ωB97M-V/def2-TZVPD).

XYZ file:
```
100
Properties=species:S:1:pos:R:3:mulliken_charge:R:1
O 2.99033 -2.73281 2.19718 -0.349
C 3.31236 -2.49340 0.91007 0.172
O 4.10527 -3.43688 0.10641 -0.332
C 2.83739 -1.06266 0.21391 -0.101
C 1.64398 -1.37294 -0.89118 -0.316
C 0.30625 -0.47116 -0.45561 -0.717
C -0.64179 -1.47631 0.42778 0.322
C -1.60249 -2.17570 -0.72149 -0.632
C -2.51907 -3.09861 0.30768 0.376
N -2.82964 -2.04642 1.39211 -0.320
C -1.83412 -0.86733 1.37756 0.034
O -1.97731 0.31579 1.99111 -0.598
H 5.04145 -3.10578 -0.02970 0.285
H 2.48032 -0.33227 1.06116 0.063
H 3.74085 -0.57439 -0.37265 0.319
H 1.97207 -1.19907 -2.00158 0.336
H 1.37597 -2.53027 -0.77401 0.130
H 0.65605 0.50172 0.13105 0.321
H -0.20180 -0.14321 -1.47718 0.309
H 0.06794 -2.15190 1.07057 0.240
H -1.02243 -2.69941 -1.59250 0.260
H -2.40889 -1.46244 -1.23128 0.293
H -3.43305 -3.66476 -0.16332 -0.446
H -1.69614 -3.87000 0.69733 0.200
H -2.62953 -2.42682 2.36313 0.312
C 1.76692 -4.22549 5.53902 0.304
Cl 1.55568 -5.01489 7.12236 -0.105
Cl 3.44243 -4.45697 4.97889 -0.078
Cl 0.64179 -4.94686 4.36087 -0.100
Cl 1.42793 -2.48323 5.69413 -0.076
C -6.63305 -3.97548 -1.01090 0.291
Cl -7.11866 -2.65984 -2.10999 -0.004
Cl -5.15656 -4.75471 -1.63335 -0.131
Cl -6.31426 -3.30811 0.61000 -0.088
Cl -7.94271 -5.17929 -0.91050 -0.103
C 4.75728 0.08630 4.80793 0.250
Cl 3.54032 0.11534 6.10904 -0.103
Cl 5.29704 -1.58998 4.53698 -0.073
Cl 4.03973 0.72884 3.30906 -0.091
Cl 6.15207 1.09088 5.27681 -0.033
C 8.35727 3.04874 8.55797 0.371
Cl 7.40820 4.48399 9.02061 -0.098
Cl 10.05128 3.26838 9.06467 -0.064
Cl 7.68076 1.60671 9.35624 -0.103
Cl 8.28893 2.83607 6.79033 -0.085
C 13.45728 3.31549 6.65798 0.197
Cl 14.39805 2.82287 5.22723 -0.107
Cl 13.81071 2.21056 8.01034 0.033
Cl 13.90227 4.97830 7.11773 -0.098
Cl 11.71812 3.25000 6.27654 -0.012
C -9.34270 0.46548 -4.02201 0.343
Cl -8.06986 -0.70392 -4.45456 -0.102
Cl -10.78728 -0.41113 -3.45684 -0.079
Cl -8.75136 1.53441 -2.72507 -0.112
Cl -9.76237 1.44238 -5.45170 -0.046
C -13.38727 0.02092 -6.40294 0.371
Cl -12.11442 -1.14849 -6.83549 -0.071
Cl -14.83184 -0.85569 -5.83776 -0.084
Cl -12.79592 1.08984 -5.10600 -0.077
Cl -13.80693 0.99782 -7.83263 -0.138
C -8.73184 5.37636 -6.02251 0.265
Cl -7.79107 4.88374 -7.45326 -0.104
Cl -8.37842 4.27143 -4.67015 -0.027
Cl -8.28686 7.03918 -5.56276 -0.035
Cl -10.47100 5.31088 -6.40395 -0.100
C 2.66812 -5.76985 -2.30715 0.190
Cl 3.37813 -4.16440 -2.61241 -0.053
Cl 3.24703 -6.38677 -0.73906 -0.078
Cl 0.89171 -5.63711 -2.27398 -0.021
Cl 3.15582 -6.89105 -3.60311 -0.059
C -5.13185 9.80876 -4.25718 0.310
Cl -3.66305 9.92628 -3.25540 -0.098
Cl -6.55887 9.64888 -3.20233 -0.099
Cl -5.29081 11.27768 -5.25284 -0.043
Cl -5.01462 8.38207 -5.31796 -0.075
C -17.43184 -1.17124 -9.35718 0.282
Cl -18.64881 -1.14220 -8.05607 -0.103
Cl -16.89209 -2.84752 -9.62813 -0.102
Cl -18.14940 -0.52870 -10.85604 -0.105
Cl -16.03706 -0.16666 -8.88829 0.021
C -2.34882 13.68673 -7.02408 0.337
Cl -1.06325 14.83668 -6.57723 -0.096
Cl -2.13889 13.19205 -8.72287 -0.092
Cl -2.25458 12.25216 -5.97173 -0.049
Cl -3.93850 14.46622 -6.82463 -0.102
C 14.45119 -1.06618 10.32299 0.328
Cl 15.86662 -1.48939 9.32690 -0.079
Cl 12.96173 -1.55691 9.47721 -0.069
Cl 14.55182 -1.91207 11.88782 -0.072
Cl 14.42461 0.69368 10.59982 -0.119
C 14.75122 -5.66615 10.33964 0.313
Cl 14.72823 -7.40982 9.97379 -0.103
Cl 13.08249 -5.08565 10.56987 -0.071
Cl 15.68895 -5.38388 11.82805 -0.083
Cl 15.50508 -4.78537 8.98673 -0.062
C 1.25122 -5.01879 -6.72878 0.259
Cl 1.22823 -6.76245 -7.09464 -0.109
Cl -0.41751 -4.43828 -6.49855 -0.104
Cl 2.18895 -4.73651 -5.24037 0.042
Cl 2.00508 -4.13800 -8.08169 -0.101
```

- highest occupied orbital energy (eV) = -9.593
- M (g mol⁻¹) = 2478.54
- orbital gap (eV) = 9.4
- LUMO (eV) = -0.18
- multiplicity = 1

No. 2
Entry from the Open Molecules 2025 dataset: a structure of composition C23H13F10N2O2ReS4Te in a non-equilibrium geometry (ωB97M-V/def2-TZVPD).

XYZ file:
```
56
Properties=species:S:1:pos:R:3:nbo_charge:R:1
Re 0.55008 0.16306 0.67113 1.372
F 4.27916 0.76302 2.99553 -0.589
Te 3.00872 2.01735 2.56460 3.496
F 3.76979 3.20173 3.74330 -0.575
F 1.73712 3.33437 2.13554 -0.637
F 1.94607 1.44454 3.94901 -0.587
F 4.10911 2.69600 1.26029 -0.590
O 2.22725 0.86728 1.33745 -1.111
S 0.68729 1.30055 -1.34376 -0.022
C -0.30869 2.72608 -1.31292 0.312
N -0.23243 3.57842 -0.26247 -0.493
C -1.04103 4.64612 -0.14317 0.122
C -1.93148 4.91300 -1.14431 -0.298
C -1.89601 4.06075 -2.25232 0.157
N -1.11688 2.99332 -2.32904 -0.429
H 0.44600 3.39598 0.47006 0.465
H -0.92199 5.24251 0.75079 0.252
H -2.60335 5.75506 -1.08996 0.264
H -2.53701 4.24458 -3.10731 0.229
F -0.43697 1.87628 3.26980 -0.308
C -1.41029 1.82868 2.35997 0.371
C -1.22148 1.12547 1.17310 -0.451
C -2.32310 1.12786 0.31629 0.320
F -2.28464 0.43852 -0.83551 -0.309
C -3.49750 1.80976 0.58132 0.257
F -4.50908 1.78433 -0.28322 -0.280
C -3.61531 2.53144 1.75739 0.297
F -4.72893 3.20176 2.02060 -0.270
C -2.56411 2.53778 2.65681 0.248
F -2.66971 3.21955 3.79253 -0.275
O 0.09485 -1.50887 0.57491 -0.687
C 0.67038 -2.83580 -0.75357 0.277
C 2.09733 -2.86563 -0.44881 -0.319
C 3.00405 -1.83692 -0.55139 -0.206
C 4.31144 -2.22090 -0.19991 -0.246
C 4.37905 -3.54338 0.14648 -0.380
S 2.87039 -4.31243 0.07142 0.555
C -0.14019 -3.94127 -0.27451 -0.318
C -0.13777 -4.48024 0.99228 -0.163
C -1.00535 -5.58092 1.11471 -0.254
C -1.63923 -5.87012 -0.06399 -0.378
S -1.21003 -4.80802 -1.31360 0.537
C 0.23631 -2.17134 -1.96137 -0.330
C -1.06200 -1.85688 -2.29987 -0.158
C -1.15971 -1.23413 -3.55669 -0.255
C 0.06194 -1.09737 -4.15877 -0.369
S 1.33636 -1.66923 -3.19559 0.532
H 2.74201 -0.83076 -0.85588 0.230
H 5.16251 -1.55721 -0.20461 0.246
H 5.25366 -4.10120 0.44002 0.258
H 0.43807 -4.06343 1.80434 0.244
H -1.15845 -6.13573 2.02751 0.244
H -2.33854 -6.66813 -0.25545 0.256
H -1.90093 -2.03941 -1.64324 0.250
H -2.08778 -0.91246 -4.00370 0.244
H 0.27104 -0.68340 -5.13223 0.255
```

- ΔE to the lowest compared entry with this formula, charge and spin (eV) = 2.016
- highest occupied orbital energy (alpha / beta) (eV) = -10.581 / -11.258
- M (g mol⁻¹) = 981.42
- orbital gap (alpha / beta) (eV) = 6.4 / 6.9
- net charge = +1
- LUMO (alpha / beta) (eV) = -4.23 / -4.34
- multiplicity = 2

No. 3
Entry from the Open Molecules 2025 dataset: the molecule C23H13F4N7O in a non-equilibrium geometry (ωB97M-V/def2-TZVPD).

XYZ file:
```
48
Properties=species:S:1:pos:R:3:nbo_charge:R:1
O 1.36360 -0.95474 -4.60484 -0.563
F 2.80732 -2.40183 -2.31425 -0.303
F -1.92887 -1.78527 -3.08310 -0.306
F -2.51948 0.44032 1.38381 -0.314
F 2.01305 -0.34764 2.50500 -0.302
N 0.11194 1.21716 5.98410 -0.054
N 0.75837 2.28267 6.24409 -0.044
N -0.20816 1.10666 4.66515 -0.315
N -0.21626 2.78510 -3.83318 -0.493
C 0.72166 -0.78482 -3.55888 0.546
C 0.33706 2.10949 4.08288 0.290
C -0.19555 2.60676 -2.53056 0.363
C -0.42993 3.60580 -1.54461 -0.240
C -0.43627 3.24612 -0.21278 -0.152
C -0.13111 1.86541 0.19283 -0.141
C 0.08170 1.49157 -4.29084 0.403
C 0.11749 0.94127 -0.83414 0.101
C 0.35726 0.60500 -3.29956 -0.151
C 0.30787 2.38044 2.65367 -0.244
C -0.03788 1.45642 1.63525 0.083
C -0.10181 -3.76609 -0.67929 -0.158
C -0.89406 -2.55566 2.62671 -0.170
C 1.24776 -3.55960 -1.01297 -0.289
C -1.14862 -3.19874 -1.39592 -0.298
C -1.89916 -1.73069 2.13388 -0.296
C 0.41406 -2.07293 2.81037 -0.289
C 1.50507 -2.60896 -2.02868 0.453
C -0.88083 -2.28218 -2.38813 0.444
C -1.58144 -0.42969 1.82831 0.444
C 0.76476 -0.78329 2.44135 0.447
C 0.44830 -1.93393 -2.65993 -0.292
C -0.25684 0.05276 1.96377 -0.219
N 0.07888 1.25464 -5.60917 -0.793
N 0.92931 2.86329 5.01366 -0.376
N 0.12177 1.29568 -2.14633 -0.301
H -0.60332 4.63674 -1.87720 0.243
H -0.63749 3.98451 0.52578 0.216
H 0.33966 -0.07196 -0.60049 0.217
H 0.52318 3.40720 2.40769 0.211
H -0.36245 -4.53256 0.05270 0.223
H -1.13362 -3.56496 2.94743 0.224
H 2.03825 -4.10392 -0.49929 0.241
H -2.13104 -3.53988 -1.17002 0.235
H -2.90529 -2.12880 1.99906 0.236
H 1.15858 -2.72952 3.26296 0.232
H 0.13265 2.07269 -6.19147 0.404
H 0.62485 0.38992 -5.82871 0.431
H 1.33506 3.77005 4.83389 0.418
```

- SMILES = Nc1nc2ccc(/C(=C/c3nnn[nH]3)c3c(F)cccc3F)cn2c1C(=O)c1c(F)cccc1F
- highest occupied orbital energy (eV) = -8.073
- M (g mol⁻¹) = 479.40
- orbital gap (eV) = 7.6
- LUMO (eV) = -0.48
- multiplicity = 1